Density functional theory data (the ωB97M-V functional and the def2-TZVPD basis) for a structure of composition C34H36B2Br70NO5P.

Properties
- HOMO energy: -8.96 eV
- Orbital gap: 0.27750 Ha
- Max |F|: 4.7 eV/A
- LUMO level: -1.41 eV
- Calculated total energy: -4961176.567 eV

Atoms and positions in Å:
P (3.87, -2.84, 1.18)
H (-3.26, -9.29, 2.27)
C (4.19, 6.77, 1.03)
O (0.16, -2.73, -1.59)
Br (-2.46, 3.44, -2.26)
Br (-10.57, 2.51, -4.46)
C (-3.74, -1.52, -5.79)
Br (-8.15, -8.73, 0.32)
C (-1.89, 2.18, -0.90)
C (-5.96, 3.59, -0.12)
Br (-7.53, 8.85, 4.61)
H (-0.42, 1.44, -3.85)
O (5.00, -5.68, 3.36)
Br (-4.67, 2.79, 1.09)
Br (12.45, 13.50, -1.09)
Br (-11.06, -7.38, 0.59)
Br (-6.70, 6.23, 6.28)
Br (-7.46, 9.29, 10.81)
H (-3.82, -19.99, 3.11)
Br (11.16, 0.65, 0.96)
Br (6.16, 10.26, -3.96)
Br (4.81, 3.82, 3.41)
C (-9.06, 3.49, -5.19)
C (-1.91, -8.00, 1.05)
C (-5.19, 11.78, 6.17)
C (12.14, 2.91, -3.92)
H (-5.59, 11.49, 5.20)
C (12.47, 1.90, 1.66)
Br (-6.65, 11.67, 7.44)
C (-9.20, -7.10, 0.14)
N (4.22, -7.63, 2.11)
Br (3.66, 1.63, 1.36)
H (-4.70, -1.51, -5.26)
Br (-5.46, -13.85, 4.88)
Br (7.34, -2.87, -8.30)
C (-4.60, -19.26, 3.35)
C (-7.97, 7.01, 5.03)
Br (0.97, 3.28, -4.79)
H (-2.38, -8.69, 0.25)
Br (7.76, 1.77, -3.18)
H (12.92, 2.18, -4.13)
C (-6.15, 10.52, 11.53)
C (0.65, -6.78, 0.93)
Br (-8.54, 4.97, -4.05)
H (-2.78, -7.74, 3.16)
H (4.74, 5.97, 1.53)
H (-0.74, -5.24, -0.22)
Br (-3.86, 5.93, 4.00)
Br (-3.77, 10.53, 6.59)
H (2.86, 3.92, 1.87)
O (0.20, -9.44, 0.51)
Br (-3.31, 0.33, -6.21)
C (5.91, 1.55, -3.72)
H (-2.30, -6.94, 0.82)
Br (-4.40, -8.33, 6.04)
H (-6.82, -7.98, 5.58)
Br (8.39, -0.01, -7.29)
H (5.71, -3.94, 0.81)
Br (5.56, -0.24, -4.37)
C (0.78, -1.40, 0.66)
H (-8.94, 7.02, 5.53)
C (1.24, -4.16, 0.41)
H (4.64, -8.05, 2.97)
C (0.54, 1.43, -4.37)
Br (-5.64, -19.99, 4.82)
Br (10.36, 11.59, 0.43)
Br (13.20, 10.44, -0.51)
Br (-8.17, 5.93, 3.43)
Br (-6.19, 2.52, -1.73)
Br (-10.87, 5.19, -0.20)
Br (8.97, 9.25, -2.77)
O (5.45, -3.38, 1.58)
H (12.56, 1.70, 2.72)
Br (-2.11, 0.35, -1.49)
H (-0.08, -0.69, 0.36)
H (11.35, 11.40, -1.85)
H (-6.08, 10.32, 12.60)
C (2.98, -5.64, 1.72)
Br (-7.00, -13.38, 2.10)
Br (7.04, 11.10, -0.99)
H (-0.45, -1.96, -1.66)
Br (5.50, -0.26, -8.65)
Br (-8.43, -5.63, 1.15)
Br (-3.69, -17.62, 3.84)
C (2.80, -8.03, 2.35)
Br (-5.67, -19.04, 1.75)
H (0.83, -9.75, 1.21)
Br (2.75, 5.94, 0.04)
B (0.71, -2.77, -0.25)
Br (-3.98, -2.59, -7.38)
H (0.70, -1.61, 1.78)
C (7.54, -0.36, -13.24)
H (5.30, 1.70, -2.83)
H (7.98, -0.18, -14.21)
Br (11.11, 2.22, -2.43)
H (1.75, -0.82, 0.49)
Br (-5.95, -7.87, 3.26)
Br (1.83, 0.65, -3.15)
Br (-4.39, 10.23, 10.78)
H (7.75, -0.77, -9.57)
B (-0.29, -8.10, 0.83)
C (-11.75, 5.73, -1.84)
Br (4.16, -1.92, -0.91)
H (-11.51, 4.98, -2.59)
Br (11.88, 3.74, 1.48)
Br (-7.72, -15.93, 3.92)
H (8.13, 11.55, -3.18)
Br (-7.56, 2.31, -5.57)
Br (8.63, 0.58, -11.94)
Br (-0.97, 4.81, 3.13)
Br (-2.44, -2.30, -4.58)
Br (1.83, 2.69, 3.77)
C (2.65, -4.27, 1.10)
Br (-11.09, 7.43, -2.50)
Br (5.37, 2.90, -5.01)
C (7.31, -0.95, -8.59)
H (-7.88, -13.50, 4.42)
H (-2.55, 2.32, -0.05)
C (-2.39, -8.57, 2.47)
H (-1.60, -9.17, 3.03)
Br (0.31, 0.36, -5.97)
H (-6.92, 3.60, 0.39)
C (-2.40, 6.05, 2.72)
C (4.23, -6.19, 2.54)
Br (14.22, 1.62, 0.87)
C (2.02, -6.85, 1.63)
H (-9.16, -6.82, -0.91)
C (0.26, -5.39, 0.32)
Br (-6.72, 12.37, 11.35)
Br (-13.68, 5.73, -1.65)
Br (-5.51, 5.43, -0.54)
Br (13.03, 4.57, -3.47)
Br (11.06, 3.07, -5.52)
Br (-0.08, 2.55, -0.29)
C (-6.06, -8.57, 5.06)
Br (5.73, 0.33, -13.30)
C (-7.12, -14.08, 3.90)
Br (-1.75, 7.86, 2.53)
C (3.24, 3.13, 2.51)
Br (5.44, 7.67, -0.14)
H (-2.81, 5.75, 1.75)
Br (3.53, 7.95, 2.42)
Br (7.57, -2.28, -12.94)
C (11.78, 11.69, -0.89)
C (7.64, 10.67, -2.78)
H (-9.38, 3.91, -6.14)
Br (-6.66, -10.41, 5.08)
Br (-4.53, 13.59, 5.98)
O (2.39, -9.03, 2.98)